# 1
C20H41AlN5O10PSSe | ωB97M-V/def2-TZVPD

Summary:
Charge: -2
Energy relative to the best compared isomer or geometry (same formula, charge and spin) (kcal per mole): 0.0
E_HOMO (eV): -1.440
E_LUMO (eV): 4.30

Positions of all 80 atoms, in Å:
Se 1.3145 2.7939 2.8816
S -0.7207 -3.1604 4.3915
P 0.4226 -0.0091 -4.7082
Al 0.5838 0.6960 0.6076
O 1.0221 -0.0632 -6.2320
O 0.4870 1.3445 2.2172
O 2.7307 2.0993 3.3124
O 6.0548 0.2712 -1.5833
O 1.9568 2.0577 -0.0792
O 1.1430 4.1107 4.5447
O 2.9004 -2.2784 0.3684
O -1.0292 -0.7681 -4.8991
O 0.3100 2.8808 4.3012
O 1.2395 -1.2718 -4.1243
N 2.4365 -0.0392 0.2583
N 0.1820 -0.7279 4.9926
N 4.4263 -0.9451 -0.6134
N -0.4758 0.0710 -0.5733
N 1.8103 -2.2978 4.6157
C 5.0012 2.1517 0.5700
C 2.7655 -1.3365 4.0567
C -2.2332 -1.2307 -1.6316
C 1.0589 0.0754 5.8397
C -2.1855 0.0485 -5.0265
C -2.3294 1.2618 -1.6280
C 4.9862 0.2372 -1.0023
C -2.7082 -0.0103 0.4836
C 0.9663 -1.6632 -2.7536
C -1.8767 0.0299 -0.8138
C 4.1557 2.4517 -1.8030
C 0.4767 -1.9978 4.6656
C -1.1485 -0.1897 4.7687
C 3.2006 -1.1465 0.0601
C 2.2309 -3.6759 4.4752
C 4.2316 1.4924 -0.6092
C 2.8383 1.1740 -0.1369
C 1.1408 -1.3028 -6.9214
C 3.2920 1.9191 -2.9411
C 5.4054 1.2009 1.6884
H 0.4392 0.5493 6.6034
H -1.9806 1.0828 -4.7378
H 1.6242 -4.3214 5.1048
H -2.1695 2.1656 -1.0347
H 4.9503 -1.7875 -0.7970
H 1.9702 -1.8867 -6.5220
H 1.9113 -1.9933 -2.3272
H -3.3876 1.2140 -1.9228
H -1.6700 -1.2344 -2.5683
H -2.5378 0.0315 -6.0613
H -3.7886 -0.0661 0.2902
H 2.2596 1.7733 -2.6184
H -2.4108 -0.8792 1.0756
H -3.3054 -1.2955 -1.8619
H 0.2235 -1.8882 -6.8335
H 3.5249 -1.0564 4.7930
H -1.0705 0.8949 4.7752
H 1.3262 -1.0720 -7.9705
H 3.7482 3.3952 -1.4364
H 5.1789 2.6283 -2.1389
H 3.2738 2.6185 -3.7785
H 5.8858 2.6224 0.1327
H 3.2784 -3.7403 4.7801
H -1.5170 -0.5123 3.7986
H 2.1428 -4.0193 3.4395
H 1.7778 -0.5817 6.3283
H 2.2732 -0.4285 3.7165
H -1.8460 -0.5339 5.5407
H 0.5320 -0.8587 -2.1397
H 5.8777 1.7650 2.4928
H 3.2530 -1.8042 3.2012
H 3.6687 0.9649 -3.3186
H 1.5825 0.8596 5.2931
H -1.7092 1.3420 -2.5240
H -1.9402 -2.1162 -1.0629
H -2.5064 0.8869 1.0756
H -2.9591 -0.3416 -4.3664
H 4.5319 0.7232 2.1317
H 6.1154 0.4486 1.3342
H 4.3593 2.9366 0.9742
H 0.2656 -2.4978 -2.7633

Results of the Mulliken charge analysis, in e, for atoms 1 through 4: 0.694 -0.427 0.424 -1.784

# 2
C20H41BN7O2S6Sr | ωB97M-V/def2-TZVPD

Summary:
Charge: -1
Energy relative to the best compared isomer or geometry (same formula, charge and spin) (kcal per mole): 15.4
E_HOMO (eV): -3.735
E_LUMO (eV): 1.76

Positions of all 78 atoms, in Å:
Sr 0.3680 0.1091 -0.7083
S -2.1653 2.2635 1.9818
S 3.6569 0.8536 -4.7355
S 1.5612 -0.6705 -3.2361
S 2.4575 3.4736 -4.3000
S -2.3393 -0.6176 -1.8431
S 0.1607 2.4715 -2.6655
O -1.8183 0.4435 -0.8732
O 4.6749 3.0992 -5.6941
N -0.0730 3.9841 1.7908
N 2.2060 -1.7575 0.5679
N -0.0682 -0.3781 2.5171
N 1.8127 1.4574 0.6370
N -1.4994 4.1592 0.1444
N 0.1380 -2.8738 -1.4421
N -1.8813 -2.2075 0.9689
C 1.1216 -0.4816 3.3679
C 3.7849 2.5861 -5.0484
C 1.8641 -3.1622 0.3394
C -2.1364 -0.0247 -3.5097
C -0.9052 -3.8902 -1.5983
C -2.5885 3.8613 -0.7598
C -2.5238 -3.3600 0.3459
C 2.0384 -1.6688 3.0732
C 2.9153 -1.5347 1.8331
C -0.4193 5.0646 -0.2575
C 0.6365 4.8516 0.8385
C 2.1666 0.8946 -3.8053
C -1.2294 -1.0797 3.0412
C -4.0998 -0.3828 -1.8008
C -1.2198 3.4884 1.2730
C -1.5470 -4.3494 -0.2906
C 1.4686 -3.4041 -1.1057
C -1.5168 -2.4066 2.3638
C 1.6128 2.1067 -3.5881
C 2.4008 2.0029 1.4673
B 3.1670 2.7003 2.6701
H 3.8191 3.6358 2.2325
H 1.5221 4.3556 0.4466
H -3.2451 4.7300 -0.8673
H -0.3129 0.5984 2.3826
H -4.3027 0.6362 -2.1339
H 3.8789 1.8512 3.1908
H 3.7499 -2.2439 1.9211
H -1.1204 -1.2662 4.1161
H 1.0241 -3.4215 0.9905
H -2.7144 -0.6984 -4.1536
H -2.1052 -0.4345 2.9190
H 2.1979 -2.9164 -1.7571
H -1.6883 -3.4809 -2.2399
H -2.1899 3.5898 -1.7400
H 2.3053 3.0851 3.4601
H 2.7025 -3.8268 0.5975
H 2.7113 -1.7795 3.9282
H -3.1345 -3.9084 1.0765
H 1.5215 -4.4801 -1.3112
H -0.4996 -4.7691 -2.1145
H -1.0738 -0.0671 -3.7597
H 2.8230 -1.4552 -0.1848
H -2.4845 1.0087 -3.5620
H -0.6294 -3.0475 2.4202
H 1.6988 0.4355 3.2618
H -4.4160 -0.5102 -0.7636
H -2.3174 -2.9220 2.9168
H 1.4463 -2.5916 3.0175
H -0.7607 -4.5995 0.4307
H -4.5874 -1.1194 -2.4427
H 3.3355 -0.5284 1.8099
H -2.0986 -5.2735 -0.4946
H -0.0487 4.7696 -1.2379
H -2.4613 -1.3789 0.9003
H 0.4506 3.4274 2.4501
H 0.2160 -2.3778 -2.3264
H -3.1538 3.0282 -0.3495
H 0.9344 5.7784 1.3210
H 0.8201 -0.5464 4.4208
H -0.7863 6.0925 -0.3029
H -3.2079 -3.0004 -0.4283

Results of the Mulliken charge analysis, in e, for atoms 1 through 4: 1.883 -0.485 -0.210 -0.621

# 3
C20H41F2N2O19S2Zn | ωB97M-V/def2-TZVPD

Summary:
Charge: +1
E_HOMO (eV): -12.155
E_LUMO (eV): -3.43

Positions of all 87 atoms, in Å:
Zn -2.8881 -0.0758 0.1055
S 0.3172 -0.3315 0.2718
S -0.6384 -2.4467 0.8052
F -0.1609 1.1696 0.5002
F -2.0052 -3.2886 0.7420
O 0.7128 3.4987 -4.2125
O -1.5652 2.7774 2.8688
O 0.1754 -3.0611 -0.1936
O -0.3312 2.1010 -5.6472
O 6.8183 -0.9762 -2.6009
O 1.3603 1.4905 -4.2272
O -1.6771 0.8669 3.7829
O 1.2044 -0.4727 1.3765
O 4.8879 -1.8909 -2.4421
O 1.5892 3.9914 5.7971
O 0.8030 -0.3130 -1.0747
O -0.3403 -2.5935 2.2082
O 1.6607 1.7473 6.0473
O -2.1741 1.1112 -1.4876
O 2.0104 2.7793 4.0676
O -3.4197 -1.1905 -1.7267
O -2.7012 1.1069 1.8083
O -4.2290 -1.6276 0.7325
O 5.5591 -0.6685 -0.7162
N -1.2729 -1.0497 0.4157
N 2.6892 -8.1434 -1.0267
C -0.3315 4.4533 -4.2929
C 1.2331 0.0805 -4.3367
C 5.7893 -1.1456 -1.8002
C 1.7295 2.7230 5.3526
C -2.5335 -0.9437 -2.7700
C 8.0410 -0.5903 -1.9759
C -2.0017 1.5458 2.7141
C -4.8300 -2.4253 -0.2941
C 0.5194 2.3387 -4.8326
C 1.6803 4.1570 7.1818
C 2.3075 -7.0667 -0.9302
C -1.6465 2.4299 -1.6014
C -2.2087 -0.4284 4.0859
C -2.2764 0.5414 -2.7849
C -4.8057 -1.7701 2.0437
C 2.0276 1.5340 3.3562
C -2.3211 3.7988 2.2214
C 1.8710 -5.6747 -0.7966
C 3.5670 -2.0613 -1.9885
C -3.9226 -2.5033 -1.5245
H 0.5688 -0.2833 -5.1212
H 2.2041 -0.3999 -4.3087
H -4.5089 -2.8298 -2.3812
H 1.0744 1.0438 3.5633
H -2.9672 -1.1450 -3.7551
H -5.6923 -2.3895 1.9295
H -3.2968 -0.3963 4.0393
H 2.9880 -1.1421 -1.9778
H -5.7962 -2.0019 -0.5891
H 2.6803 -5.0769 -0.3813
H -0.6886 2.4039 -2.1246
H -2.1206 4.6856 2.8269
H -2.3064 3.1017 -2.1557
H -5.1009 -3.3949 0.1246
H 3.0882 -2.7379 -2.6995
H -0.7071 4.6534 -5.2921
H -1.4090 0.7576 -3.4176
H -1.8098 -0.6630 5.0650
H 8.0441 0.4601 -1.7054
H -3.4064 3.7289 2.1828
H -4.9781 -0.7781 2.4541
H 1.0006 -5.6444 -0.1480
H 1.6792 -5.3064 -1.8036
H 3.5542 -2.6391 -1.0637
H 1.7584 5.2107 7.4580
H 0.6958 -0.1841 -3.4208
H -1.8452 -1.1113 3.3173
H 0.0960 5.3904 -3.9318
H 2.5655 3.7002 7.6287
H 2.8260 0.9014 3.7372
H -1.5309 2.8598 -0.6096
H -4.1288 -2.2890 2.7245
H 8.2038 -1.2948 -1.1522
H -1.8965 4.0571 1.2502
H -3.0561 1.0081 -3.4000
H -1.6074 -1.5261 -2.7195
H 2.0964 1.7673 2.3013
H 0.8086 3.8363 7.7592
H -3.1387 -3.2137 -1.2616
H 8.9107 -0.8742 -2.5695
H -1.1237 4.2519 -3.5738

Results of the Mulliken charge analysis, in e, for atoms 1 through 4: 1.132 0.411 0.648 -0.276

# 4
C20H41F5N2O8S | ωB97M-V/def2-TZVPD

Summary:
SMILES: CC(C)C[C@@]1(C(F)(F)C(F)F)OS(=O)(=O)O[C@H]1F.COCCNCCOC.COCCNCCOC
Energy relative to the best compared isomer or geometry (same formula, charge and spin) (kcal per mole): 0.0
E_HOMO (eV): -8.527
E_LUMO (eV): 0.58

Positions of all 77 atoms, in Å:
S 2.4086 2.2038 0.7796
F 1.8817 0.7705 -1.9833
F 4.0215 -1.7085 -2.4840
F 3.9457 -1.1611 -0.3639
F 3.6584 0.6456 -3.2421
F 4.3718 3.8573 -1.1255
O -5.2408 4.2000 1.2958
O -2.9590 0.2636 1.7092
O 2.8111 2.9737 1.8894
O 1.2437 1.3988 0.8127
O -0.1268 -2.5730 -2.4545
O 2.3248 3.1124 -0.5423
O 3.6468 1.3280 0.2955
O -2.8914 -6.2321 -1.5451
N -2.6141 -3.2000 -1.0086
N -3.6987 2.5251 3.3899
C -5.7097 3.8692 2.5899
C -4.5939 3.6517 3.6052
C -1.6268 -6.1454 -2.1682
C 6.3889 1.8975 -0.1966
C -0.6680 -1.8811 -3.5613
C 7.3444 2.9614 -0.7274
C -3.3368 0.1367 3.0725
C -3.4753 -4.1666 -0.3447
C 3.3144 -1.0185 -1.5557
C 3.2157 0.4827 -1.9651
C -1.3196 -2.9959 -0.3842
C -1.5862 0.5233 1.5029
C 7.1282 0.7494 0.4827
C 3.4156 2.9211 -1.3982
C -2.9942 -5.6109 -0.2772
C 5.4726 1.3439 -1.3119
C -5.0381 3.1087 0.4206
C -0.4868 -2.0282 -1.1917
C -4.3270 1.2171 3.4452
C 3.9683 1.5159 -1.0937
H -1.2665 1.4799 1.9272
H -6.3757 2.9995 2.5281
H -5.1955 1.1164 2.7777
H -4.4421 -4.1581 -0.8532
H -2.4530 0.2020 3.7152
H -4.0418 2.6675 0.5175
H -1.5325 -6.9996 -2.8379
H -1.0338 -1.0905 -1.3269
H -0.8173 -6.1847 -1.4320
H -5.1535 3.4806 -0.5971
H 6.4410 0.1027 1.0312
H -5.0539 3.5408 4.5936
H 5.7450 2.3556 0.5561
H 6.8406 3.9125 -0.8964
H -0.9586 -0.2637 1.9364
H -0.3680 -0.8275 -3.5592
H -3.7982 -0.8451 3.2143
H -3.7319 -6.1843 0.2896
H -1.4711 -2.5703 0.6132
H -2.4777 -3.4747 -1.9739
H -5.7757 2.3184 0.5927
H -6.3102 4.7179 2.9268
H -1.4244 0.5478 0.4271
H 2.3117 -1.4408 -1.4832
H -0.7385 -3.9224 -0.2619
H -3.9881 4.5602 3.6366
H -0.2765 -2.3576 -4.4581
H 7.6503 0.1286 -0.2507
H 7.7972 2.6511 -1.6726
H -1.5062 -5.2302 -2.7560
H -4.6802 1.0379 4.4660
H 0.4338 -1.8094 -0.6405
H 3.0740 3.0617 -2.4212
H -3.6512 -3.8204 0.6799
H 7.8714 1.1234 1.1873
H 5.7022 1.8115 -2.2706
H 5.6602 0.2784 -1.4383
H -3.2317 2.6304 2.4975
H -2.0365 -5.6947 0.2516
H 8.1559 3.1372 -0.0208
H -1.7621 -1.9240 -3.5811

Results of the Mulliken charge analysis, in e, for atoms 1 through 4: 1.045 -0.314 -0.303 -0.251

# 5
C20H41F6N4PPtSbSi3 | ωB97M-V/def2-TZVPD

Summary:
Charge: +2
⟨S²⟩: 3.770
2S+1: 4
Energy relative to the best compared isomer or geometry (same formula, charge and spin) (kcal per mole): 0.0
E_HOMO (alpha / beta) (eV): -12.823 / -14.864
E_LUMO (alpha / beta) (eV): -5.72 / -10.13

Positions of all 77 atoms, in Å:
Pt -0.0794 -0.1744 -0.0323
Sb 1.1962 5.0546 -0.6766
P 1.9053 0.0584 -1.3417
Si -1.9348 -1.2658 2.2724
Si -2.9397 0.6732 -0.2900
Si -1.4747 1.8340 2.3756
F 2.1189 6.6349 -0.2502
F 1.0544 3.9418 -2.5838
F 0.4128 1.7693 -0.2585
F 3.0032 4.2046 -0.8437
F -0.4355 5.9129 -0.1263
F 1.2618 4.2219 1.0311
N 4.1000 1.5119 -1.8638
N 3.9346 -0.3639 -3.1455
N 2.5224 1.5160 -3.6432
N -0.4807 -2.1536 0.1041
C 1.3713 1.0442 -2.7941
C -3.2392 -0.9248 -1.2168
C 3.2806 1.1883 -0.7386
C -2.6841 1.6750 3.7973
C 4.9165 0.4388 -2.4316
C 3.4991 2.3651 -2.8628
C -3.6993 -1.6069 2.7378
C 3.0384 -1.1058 -2.2721
C -1.6712 -3.9368 1.1247
C -0.7689 -1.4155 3.7147
C -1.3393 -2.5884 1.0522
C -1.6815 0.2877 1.2087
C -1.9038 3.4353 1.5452
C -2.4439 1.9852 -1.5204
C -1.1343 -4.8446 0.2311
C 0.3148 1.6784 2.9319
C -0.2496 -4.3780 -0.7322
C -4.4811 1.1980 0.6285
C 3.2931 0.3468 -4.2202
C 0.0505 -3.0364 -0.7602
H -1.3943 -5.8935 0.2792
H 0.7964 2.6291 2.7014
H -3.7092 1.7031 3.4231
H 4.0365 0.7349 -4.9157
H -2.5725 0.7829 4.4141
H -4.3493 -1.7460 1.8737
H 2.8126 2.0954 -0.3295
H -1.4560 4.2514 2.1149
H 2.9526 3.1890 -2.3977
H -1.3892 2.2503 -1.4779
H 0.2733 -1.3106 3.4112
H -4.0846 -0.7625 -1.8919
H -4.3772 2.2014 1.0355
H 0.7048 0.4544 -3.4264
H 2.1311 2.1231 -4.3739
H -3.7434 -2.5147 3.3449
H -2.3796 -1.2035 -1.8295
H 3.8686 0.6819 0.0284
H -0.9667 -0.6850 4.4981
H 2.5985 -0.3018 -4.7499
H -4.7818 0.5223 1.4257
H 2.4278 -1.7822 -2.8745
H -2.3637 -4.2651 1.8890
H 0.8443 1.9390 -2.4470
H -2.6762 1.6333 -2.5285
H 4.2558 2.7358 -3.5537
H -3.4949 -1.7724 -0.5784
H -4.1023 -0.7972 3.3478
H 0.8810 0.8923 2.4300
H 5.4012 -0.1390 -1.6489
H 0.1999 -5.0446 -1.4540
H -5.2781 1.2156 -0.1223
H 5.6627 0.8428 -3.1126
H 0.3579 1.4961 4.0068
H -3.0118 2.9012 -1.3496
H 0.7343 -2.6407 -1.4968
H -2.9805 3.6014 1.5273
H -0.8932 -2.4083 4.1548
H -1.5115 3.5059 0.5378
H 3.6294 -1.7055 -1.5787
H -2.5546 2.5391 4.4533

Results of the Mulliken charge analysis, in e, for atoms 1 through 4: 0.895 1.934 1.379 -0.774

# 6
C20H41IrN3O6P2S | ωB97M-V/def2-TZVPD

Summary:
Charge: +3
⟨S²⟩: 6.021
2S+1: 5
Energy relative to the best compared isomer or geometry (same formula, charge and spin) (kcal per mole): 1.3
E_HOMO (alpha / beta) (eV): -17.529 / -17.781
E_LUMO (alpha / beta) (eV): -7.28 / -11.59

Positions of all 74 atoms, in Å:
Ir 0.3177 -1.2966 -1.2467
S 2.5073 -1.7332 -1.7706
P -0.4212 -0.6323 1.9195
P -0.3538 1.6954 -0.0688
O -0.1250 0.7429 -1.2428
O 1.0074 2.1520 0.4795
O 0.3959 -1.3234 0.8121
O -1.1777 2.9326 -0.4648
O 0.4670 -0.0615 3.0352
O -1.4677 -1.6501 2.4067
N 2.5458 -0.3065 -4.1809
N -0.8404 -2.7794 -2.2046
N 4.4467 -1.0725 -3.4981
C -3.3822 2.0791 -1.1952
C -2.3667 -1.6451 3.6187
C -1.6674 -6.0606 -3.0354
C -2.3110 3.1163 -1.4247
C 3.1333 -1.0091 -3.1937
C -2.9224 -0.2664 3.8759
C -1.7590 3.1388 -2.8280
C -2.3335 -4.6825 -3.1615
C 0.4537 3.6039 2.4038
C 1.8729 -2.0592 3.5640
C -1.6116 -2.2276 4.7847
C 1.7553 -0.5571 3.6393
C 2.8685 0.1866 2.9471
C 1.3929 3.3965 1.2412
C 3.4959 0.0767 -5.0894
C -1.5034 -3.6191 -2.6232
C 1.1266 0.0375 -4.2641
C -1.2552 0.8020 1.2167
C 1.4816 4.5595 0.2869
C 4.6944 -0.4110 -4.6609
H -3.1514 -2.3217 3.2893
H -1.1980 -3.2051 4.5433
H -3.6331 -0.3345 4.6995
H -0.8189 -1.5563 5.1181
H -4.2201 2.3003 -1.8561
H 0.4161 2.7232 3.0468
H 2.1246 4.3226 -0.5596
H -2.3307 -6.8049 -3.4691
H 2.3831 3.1152 1.5913
H -2.3045 -2.3569 5.6168
H 1.6464 -0.2283 4.6705
H 1.9238 5.4049 0.8148
H 3.2528 0.6461 -5.9701
H -1.4102 2.1488 -3.1266
H 0.9000 0.3041 -5.2925
H -2.6715 4.0995 -1.1318
H 2.7638 -2.3570 4.1173
H 5.6761 -0.3402 -5.0976
H 0.8196 4.4359 3.0055
H -3.7569 2.1048 -0.1721
H -1.4986 -6.3201 -1.9925
H -0.5500 3.8689 2.0647
H -0.9423 3.8554 -2.9118
H 3.8182 -0.0683 3.4176
H -1.5064 1.5011 2.0169
H -3.2848 -4.6399 -2.6249
H -0.7218 -6.0938 -3.5724
H 0.4986 4.8629 -0.0694
H 0.5310 -0.8377 -4.0041
H -2.1402 0.4312 4.1848
H -3.0304 1.0739 -1.4454
H -2.5359 -4.4198 -4.2033
H -2.5469 3.4453 -3.5156
H 2.7299 1.2631 3.0360
H -2.1953 0.4630 0.7725
H 0.9004 0.8691 -3.5999
H -3.4654 0.1256 3.0157
H 1.0222 -2.5589 4.0226
H 2.9205 -0.0906 1.8925
H 1.9879 -2.4000 2.5352
H 5.1335 -1.5577 -2.9345

Results of the Mulliken charge analysis, in e, for atoms 1 through 4: 3.349 -0.405 0.300 -0.040

Calculated maximum force, 0.223; 2.534; 6.539; 0.463; 0.676; 0.230 eV Å⁻¹ (same order as the records).